{
  "formula": "C9H16Cl2N2O2PTl",
  "method": "the ωB97M-V functional and the def2-TZVPD basis",
  "orbital_gap_ev": [5.13, 5.82],
  "charge": 2,
  "total_energy_ev": -55671.1484,
  "max_force_ha_per_bohr": 0.3220,
  "relative_energy_kj_mol": 693.3,
  "e_homo_ev": [-16.5, -16.6],
  "symbols": ["C", "C", "H", "H", "H", "O", "Cl", "Tl", "P", "C", "C", "H", "H", "H", "C", "H", "H", "H", "H", "H", "H", "C", "O", "Cl", "N", "C", "C", "C", "N", "H", "H", "H", "H"],
  "positions_angstrom": [[0.499, -2.662, -0.669], [-0.515, -1.694, -0.067], [-0.039, -3.490, -1.138], [1.131, -3.045, 0.138], [1.176, -2.171, -1.369], [-1.644, -2.096, 0.169], [2.391, -0.326, 0.298], [0.052, 0.247, 0.371], [0.158, 1.005, -1.876], [-1.464, 1.582, -2.481], [1.261, 2.435, -2.091], [1.701, -0.552, -2.922], [0.688, 0.267, -4.138], [0.013, -1.057, -3.147], [0.692, -0.199, -3.147], [2.151, 2.302, -1.472], [1.539, 2.540, -3.145], [-1.392, 1.899, -3.526], [-1.775, 2.420, -1.851], [0.724, 3.320, -1.742], [-2.199, 0.777, -2.397], [-1.732, 0.732, 0.512], [-2.841, 1.032, 0.624], [0.673, 2.670, 0.885], [0.127, -1.526, 2.952], [-0.025, -1.485, 4.287], [-0.326, -0.190, 4.653], [-0.345, 0.523, 3.473], [-0.068, -0.314, 2.455], [0.364, -2.374, 2.394], [0.079, -2.335, 4.948], [-0.507, 0.185, 5.651], [-0.546, 1.580, 3.367]],
  "atomic_forces_ev_per_a": [[0.56, 0.10, -0.17], [-4.82, -7.58, -1.42], [-0.13, 0.22, 0.17], [-0.02, 0.09, 0.01], [-0.10, 0.02, 0.21], [3.83, 2.73, -0.32], [1.03, -0.35, -0.05], [10.52, 1.23, 1.76], [0.90, 1.98, -5.54], [-0.17, -0.34, 1.01], [0.05, -0.04, 0.43], [-0.01, 0.09, -0.05], [-0.12, 0.18, 0.25], [0.04, 0.08, -0.17], [0.00, -0.59, 0.78], [0.01, 0.06, -0.17], [-0.15, -0.22, 0.08], [0.22, -0.05, 0.15], [-0.11, 0.05, -0.21], [0.16, -0.10, -0.11], [-0.07, 0.10, -0.15], [-15.78, 4.54, 2.17], [4.65, -1.22, -0.60], [-0.57, -0.53, 0.07], [0.24, -1.70, 0.82], [0.03, -0.33, 0.66], [-0.03, -0.13, 0.28], [-0.01, -0.25, 0.03], [-0.23, 0.96, 0.39], [-0.23, 1.34, 0.68], [0.08, -0.12, -0.39], [0.06, -0.10, -0.18], [0.13, -0.12, -0.41]],
  "lowdin_charge": [-0.028, -0.399, 0.126, 0.105, 0.048, 0.197, 0.164, 0.264, 0.776, -0.183, -0.250, 0.065, 0.088, 0.063, -0.189, 0.042, 0.087, 0.095, 0.072, 0.043, 0.071, -0.227, 0.313, 0.242, 0.041, -0.009, 0.007, -0.082, -0.138, 0.190, 0.151, 0.135, 0.119]
}